19
Properties=species:S:1:pos:R:3:forces:R:3 method="wB97M-V/def2-TZVPD" charge=0 homo_lumo_gap_ev=9.617 relative_energy_kcal_mol=99.0 e_homo_ev=-8.87 e_lumo_ev=0.75 total_energy_ev=-8460.061
C 1.232 0.626 -1.400 0.0 0.1 0.0
C 0.761 -0.369 -0.368 0.0 -0.2 -0.1
C 0.650 0.731 1.581 -0.1 0.0 0.2
C -0.214 -0.095 2.242 0.1 0.2 0.0
O -0.889 -1.576 0.760 0.0 0.0 -0.1
C -0.594 -0.900 -0.282 0.1 0.3 0.0
C -1.687 -0.160 -1.042 0.0 0.0 0.0
H 2.233 0.979 -1.138 -0.1 -0.1 0.0
H 1.293 0.191 -2.403 0.0 0.0 0.2
H 0.564 1.492 -1.446 0.1 -0.2 0.0
H 1.503 -1.014 0.096 -0.1 0.1 0.0
H 0.305 1.682 1.180 0.0 -0.2 0.0
H 1.723 0.643 1.735 -0.2 0.0 -0.1
H -1.261 0.159 2.362 0.2 0.0 -0.1
H 0.144 -0.915 2.853 0.0 0.1 -0.1
H 0.089 -1.524 -1.103 0.0 -0.1 -0.1
H -1.859 0.818 -0.573 0.0 -0.1 0.0
H -1.444 0.004 -2.098 0.0 0.0 0.2
H -2.611 -0.739 -0.974 0.1 0.1 0.0

---

19
Properties=species:S:1:pos:R:3:forces:R:3 method="wB97M-V/def2-TZVPD" charge=0 homo_lumo_gap_ev=9.155 relative_energy_kcal_mol=58.1 e_homo_ev=-8.20 e_lumo_ev=0.95 total_energy_ev=-8461.836
C -1.436 -0.456 -0.771 0.0 0.0 0.0
C 0.665 1.379 -0.796 0.5 -0.4 0.1
C 2.037 1.673 -1.348 -0.1 0.2 0.0
O 0.796 0.278 -0.105 -0.1 0.4 -0.3
C -0.426 -0.391 0.368 -0.2 -0.2 0.1
C -0.984 0.350 1.574 0.0 0.0 0.0
C 0.081 -1.774 0.747 0.0 -0.1 0.0
H -0.963 -0.859 -1.674 -0.1 0.0 0.1
H -1.828 0.536 -1.005 0.1 -0.1 0.0
H -2.263 -1.116 -0.492 0.1 0.1 0.0
H 2.040 1.133 -2.307 0.0 0.1 0.1
H 2.877 1.291 -0.751 -0.2 0.0 0.0
H 2.174 2.728 -1.593 -0.1 -0.1 0.1
H -1.897 -0.151 1.917 0.1 0.1 -0.1
H -0.269 0.353 2.404 -0.1 0.0 -0.2
H -1.235 1.383 1.315 0.1 -0.1 0.0
H 0.786 -1.706 1.581 -0.1 0.0 -0.1
H 0.596 -2.229 -0.105 -0.1 0.0 0.1
H -0.751 -2.421 1.041 0.1 0.1 0.0

---

19
Properties=species:S:1:pos:R:3:forces:R:3 method="wB97M-V/def2-TZVPD" charge=0 homo_lumo_gap_ev=3.707 relative_energy_kcal_mol=187.8 e_homo_ev=-6.86 e_lumo_ev=-3.15 total_energy_ev=-8456.210
C 1.664 0.168 0.843 -1.4 -0.6 -0.9
O 2.981 -0.015 -1.403 -0.5 0.1 -0.3
C 0.712 -0.993 0.234 1.7 1.5 5.0
C -0.038 -0.513 -0.957 -3.0 0.2 -0.4
C -1.017 0.714 -0.482 2.1 -3.6 0.4
C -3.186 0.739 0.613 -1.5 2.3 -0.2
C -1.954 0.305 0.561 2.3 -1.6 0.3
H 2.539 0.255 0.189 0.8 -0.4 -0.4
H 1.222 1.119 0.548 -0.5 0.7 0.6
H 1.949 0.045 1.897 -0.4 0.1 -0.3
H 1.477 -1.813 0.223 -1.6 0.1 -0.8
H -0.052 -1.060 1.142 1.7 -1.0 -2.1
H -0.663 -1.402 -1.333 0.1 1.3 0.6
H 0.522 -0.274 -1.831 1.0 0.7 -0.2
H 3.716 -0.446 -1.840 0.4 -0.1 0.0
H -0.849 1.715 -0.915 -0.7 -0.6 0.2
H -3.405 1.562 -0.076 -0.5 -0.3 0.3
H -3.945 0.472 1.344 0.2 -0.3 -0.3
H -1.673 -0.577 1.244 -0.2 1.5 -1.4

---

19
Properties=species:S:1:pos:R:3:forces:R:3 method="wB97M-V/def2-TZVPD" charge=0 homo_lumo_gap_ev=10.640 relative_energy_kcal_mol=27.6 smiles=CC(C)[C@H]1C[C@H]1O e_homo_ev=-9.69 e_lumo_ev=0.95 total_energy_ev=-8463.158
C 1.626 1.235 -0.127 0.0 0.0 0.0
C 0.707 0.052 0.190 0.0 0.0 0.0
C 1.371 -1.267 -0.208 0.0 -0.1 0.0
C -0.645 0.266 -0.481 0.1 0.1 -0.1
C -1.702 -0.809 -0.563 -0.1 -0.2 0.0
C -1.910 0.355 0.341 -0.1 0.1 -0.3
O -1.852 0.055 1.706 0.1 0.2 0.1
H 1.162 2.189 0.146 0.0 -0.1 0.0
H 2.578 1.154 0.409 -0.1 0.0 -0.1
H 1.850 1.269 -1.201 0.0 0.0 0.1
H 0.538 0.021 1.276 0.1 0.0 -0.2
H 2.355 -1.361 0.267 -0.1 0.0 -0.1
H 1.510 -1.328 -1.294 0.0 0.0 0.1
H 0.768 -2.125 0.102 0.1 0.1 -0.1
H -0.610 0.931 -1.345 0.0 -0.1 0.2
H -2.295 -0.883 -1.471 0.1 0.0 0.2
H -1.499 -1.753 -0.065 0.0 0.1 -0.1
H -2.654 1.103 0.070 0.1 -0.1 0.0
H -1.491 0.828 2.158 -0.1 -0.1 0.0